Formula: C47H58KN5Se2
Source: the OMol25 dataset
Level of theory: the ωB97M-V functional and the def2-TZVPD basis

Values from the calculation:
total charge	-2
relative energy (zero: lowest compared OMol25 entry of this formula, charge and spin)	0.00	kJ/mol
HOMO level	-1.27	eV
gap between HOMO and LUMO	5.225	eV
largest force on an atom	1.58	eV Å⁻¹

Element x y z (Å)
Se1 3.913 -1.607 -1.513
Se2 0.851 -1.540 -3.366
K1 -0.087 -0.599 -0.124
N1 -2.118 0.771 0.110
N2 0.223 5.779 -6.343
N3 0.703 1.514 0.903
N4 1.068 -1.121 2.078
N5 -1.725 -1.895 1.226
C1 3.145 -5.011 2.780
C2 1.948 1.690 1.382
C3 -3.645 3.658 -1.702
C4 3.981 0.316 -1.256
C5 -0.518 2.472 -5.429
C6 2.396 3.055 1.095
C7 1.411 -3.453 -3.625
C8 -2.443 -4.002 1.801
C9 0.950 2.260 -3.104
C10 2.682 0.702 2.067
C11 -5.487 1.047 -1.484
C12 1.368 3.665 0.440
C13 -3.335 2.365 -1.015
C14 -4.876 -4.481 -0.631
C15 -3.164 3.668 -3.155
C16 3.705 3.646 1.515
C17 -0.462 1.280 -4.719
C18 -2.434 -5.370 2.408
C19 2.634 -4.026 3.833
C20 2.561 -0.922 -4.061
C21 -2.775 -5.357 3.900
C22 2.270 -0.602 2.396
C23 3.722 4.083 2.982
C24 -3.724 -1.060 0.112
C25 4.462 -0.616 4.980
C26 0.210 4.801 -5.731
C27 4.443 -1.389 3.658
C28 0.199 3.578 -4.969
C29 -4.811 -3.959 0.806
C30 0.651 6.034 0.946
C31 -4.112 1.253 -0.927
C32 -0.096 -3.242 2.456
C33 1.292 5.074 -0.059
C34 0.926 3.473 -3.782
C35 0.299 2.669 0.339
C36 -2.067 2.034 -0.357
C37 1.007 -2.372 2.569
C38 -0.962 2.894 -0.246
C39 -3.469 -3.389 1.150
C40 -1.346 -3.027 1.846
C41 2.269 -2.698 3.245
C42 0.296 1.090 -3.547
C43 -2.990 -2.051 0.790
C44 3.055 -1.593 3.134
C45 -3.316 0.252 -0.208
C46 3.821 -1.537 -3.458
C47 -6.578 1.118 -0.411
H1 3.503 3.238 3.636
H2 -7.574 0.955 -0.834
H3 0.036 -4.220 2.912
H4 -5.868 -4.871 -0.878
H5 -3.322 4.640 -3.629
H6 4.034 -4.615 2.284
H7 0.714 5.096 -0.988
H8 2.296 5.429 -0.313
H9 -1.448 -5.825 2.270
H10 5.039 -0.848 2.917
H11 -2.738 -6.360 4.335
H12 -4.146 -5.280 -0.780
H13 3.941 4.505 0.878
H14 2.565 0.156 -3.931
H15 -3.145 -6.013 1.880
H16 1.513 2.240 -2.172
H17 4.685 -0.950 -3.782
H18 -5.686 1.799 -2.253
H19 3.398 -5.980 3.219
H20 3.875 0.502 -0.190
H21 -5.537 0.076 -1.987
H22 -4.634 -3.685 -1.337
H23 1.764 -4.458 4.336
H24 2.958 4.841 3.166
H25 -4.729 -1.336 -0.194
H26 4.694 4.497 3.265
H27 3.932 -1.174 5.754
H28 -6.408 0.368 0.363
H29 -5.580 -3.193 0.945
H30 4.934 -2.357 3.794
H31 3.140 0.784 -1.764
H32 -2.100 3.429 -3.208
H33 1.470 4.336 -3.409
H34 -5.057 -4.770 1.499
H35 0.500 -4.043 -3.519
H36 2.132 -3.787 -2.877
H37 -1.020 0.435 -5.125
H38 3.399 -3.889 4.605
H39 4.922 0.723 -1.623
H40 -3.776 -4.950 4.059
H41 3.681 0.986 2.391
H42 5.483 -0.430 5.327
H43 -0.338 5.675 1.236
H44 3.979 -2.562 -3.792
H45 2.555 -1.125 -5.135
H46 1.254 6.101 1.855
H47 -3.689 2.909 -3.740
H48 -1.103 2.561 -6.339
H49 4.504 2.915 1.356
H50 -2.076 -4.719 4.444
H51 -4.722 3.850 -1.659
H52 0.545 7.040 0.530
H53 -6.567 2.096 0.075
H54 3.958 0.345 4.866
H55 2.389 -5.167 2.008
H56 1.816 -3.604 -4.628
H57 -1.100 3.879 -0.682
H58 -3.166 4.481 -1.164

Atomic partial charges in e from the Löwdin method, atoms 1 to 8: atom 1 (Se): 0.87, atom 2 (Se): 0.87, atom 3 (K): 0.68, atom 4 (N): 0.03, atom 5 (N): 0.09, atom 6 (N): 0.04, atom 7 (N): 0.05, atom 8 (N): 0.03

Formula: CH2BNO
Source: the OMol25 dataset
Level of theory: the ωB97M-V functional and the def2-TZVPD basis

Values from the calculation:
relative energy (zero: lowest compared OMol25 entry of this formula, charge and spin)	494.77	kJ/mol
HOMO level (spin up / spin down)	-7.73 / -7.74	eV
gap between HOMO and LUMO (spin up / spin down)	6.766 / 6.768	eV
largest force on an atom	4.04	eV Å⁻¹

Element x y z (Å)
O1 1.152 -0.384 0.981
N1 2.564 1.613 -2.049
C1 2.089 1.062 -1.125
B1 1.450 0.280 -0.094
H1 0.358 -0.536 1.542
H2 -0.421 0.966 -1.617

Listed below, in e, are the Löwdin charges computed for each atom: atom 1 (O): 0.19, atom 2 (N): 0.16, atom 3 (C): -0.21, atom 4 (B): -0.31, atom 5 (H): 0.17, atom 6 (H): 0.01

Formula: C2H2N3O
Source: the OMol25 dataset
Level of theory: the ωB97M-V functional and the def2-TZVPD basis

Values from the calculation:
total charge	+1
relative energy (zero: lowest compared OMol25 entry of this formula, charge and spin)	139.27	kJ/mol
HOMO level	-16.94	eV
gap between HOMO and LUMO	9.693	eV
largest force on an atom	3.77	eV Å⁻¹

Element x y z (Å)
O1 -1.374 1.550 0.310
N1 -0.990 -1.826 0.022
N2 1.534 -0.258 0.089
N3 -1.036 -0.730 -0.052
C1 2.626 0.023 0.239
C2 -1.756 0.578 -0.183
H1 -2.643 0.364 -0.798
H2 3.639 0.299 0.374

Listed below, in e, are the Löwdin charges computed for each atom: atom 1 (O): 0.26, atom 2 (N): 0.42, atom 3 (N): 0.07, atom 4 (N): 0.14, atom 5 (C): 0.00, atom 6 (C): -0.15, atom 7 (H): 0.18, atom 8 (H): 0.07

Formula: C56H95Br2IN20O3P
Source: the OMol25 dataset
Level of theory: the ωB97M-V functional and the def2-TZVPD basis

Values from the calculation:
total charge	-1
HOMO level	-4.00	eV
gap between HOMO and LUMO	5.655	eV
largest force on an atom	12.34	eV Å⁻¹

Element x y z (Å)
I1 -3.257 0.952 1.380
Br1 0.873 2.035 -3.135
Br2 0.352 -4.518 -1.422
P1 -2.271 -1.179 0.484
O1 -2.206 -0.432 -1.128
O2 -0.355 -1.045 -2.314
O3 -0.741 -0.445 0.952
N1 6.129 2.634 1.578
N2 4.837 0.798 -8.904
N3 1.467 0.266 -0.180
N4 1.451 8.915 2.213
N5 8.313 -7.654 2.245
N6 4.699 -3.961 -1.823
N7 -5.119 -2.170 5.369
N8 -5.487 -3.783 -2.221
N9 -3.466 8.739 4.566
N10 -10.066 -5.504 -3.626
N11 3.597 -4.570 4.327
N12 -0.105 1.941 0.162
N13 10.114 -4.550 -0.522
N14 -8.119 5.630 2.906
N15 -4.800 3.638 2.446
N16 5.599 6.992 6.043
N17 2.914 -8.612 0.897
N18 4.153 0.343 -7.675
N19 -6.239 4.409 -4.179
N20 7.898 0.238 -3.368
C1 0.946 4.792 0.814
C2 0.112 2.346 1.593
C3 -0.053 0.428 -0.057
C4 1.283 3.509 1.801
C5 -3.017 1.871 -4.267
C6 5.554 -1.183 -3.836
C7 -1.610 -2.897 -0.015
C8 -6.446 -4.509 -1.844
C9 4.900 4.370 6.655
C10 11.621 -3.550 1.590
C11 6.836 -0.406 -3.580
C12 -0.839 0.073 -1.490
C13 -5.277 -1.597 0.658
C14 3.597 -8.158 1.855
C15 3.172 0.024 -6.951
C16 -7.602 -5.385 -1.389
C17 -0.002 -3.150 0.064
C18 -3.926 -1.895 -0.176
C19 6.713 2.050 -1.078
C20 7.597 -5.163 1.236
C21 6.647 1.672 -10.826
C22 -1.119 -0.142 4.155
C23 -5.444 -1.041 4.912
C24 4.382 -5.149 -1.545
C25 2.385 -4.671 4.660
C26 10.797 -4.097 0.436
C27 2.111 -0.287 1.059
C28 4.421 -7.611 3.009
C29 -1.802 0.760 -3.969
C30 4.000 -6.582 -1.211
C31 -7.404 0.177 0.710
C32 7.988 -6.525 1.787
C33 5.282 5.803 6.320
C34 -0.911 1.273 -2.648
C35 -6.611 6.630 5.018
C36 -1.657 9.612 2.643
C37 3.692 -0.637 0.636
C38 5.657 1.194 -9.776
C39 -7.435 6.083 3.864
C40 1.989 -0.361 -6.078
C41 -5.835 0.321 4.361
C42 -2.646 9.135 3.694
C43 -5.640 3.956 1.560
C44 0.505 -3.950 1.429
C45 -5.974 4.144 -5.383
C46 -9.246 -5.108 -4.498
C47 -6.210 -0.493 -0.188
C48 6.394 2.369 0.374
C49 -5.655 3.825 -6.835
C50 1.984 8.191 3.097
C51 -2.475 -1.716 2.329
C52 2.625 7.317 4.163
C53 0.924 -4.791 5.061
C54 -6.652 4.339 0.492
C55 -1.126 -1.364 3.254
C56 -8.257 -4.631 -5.549
H1 1.196 -0.795 -6.694
H2 -8.402 -5.364 -2.134
H3 5.553 3.984 7.442
H4 -2.006 10.549 2.201
H5 -6.435 5.843 5.756
H6 -4.579 3.910 -7.007
H7 0.722 -5.799 5.434
H8 -6.598 -1.067 -1.160
H9 -6.178 4.524 -7.494
H10 -7.261 -6.417 -1.263
H11 2.199 0.454 1.964
H12 2.068 7.402 5.100
H13 4.416 -0.660 1.554
H14 1.671 -1.292 1.463
H15 -2.391 -0.252 -3.737
H16 0.318 1.480 2.350
H17 -8.199 0.617 -0.065
H18 5.518 -2.066 -3.191
H19 0.282 -4.596 4.197
H20 8.171 -4.949 0.330
H21 -7.144 7.455 5.498
H22 1.168 -3.300 2.140
H23 7.789 2.135 -1.250
H24 -7.644 4.444 0.940
H25 -3.302 -0.989 2.790
H26 -3.985 1.503 -3.673
H27 -6.689 3.566 -0.280
H28 -7.028 1.126 1.323
H29 4.597 -8.398 3.747
H30 1.599 0.524 -5.567
H31 11.797 -4.337 2.328
H32 -2.854 -2.813 2.469
H33 -0.428 -4.411 2.013
H34 -1.887 -3.031 -1.170
H35 1.155 5.802 1.403
H36 2.964 -6.621 -0.865
H37 6.531 -5.152 0.993
H38 -5.533 0.391 -0.615
H39 -1.559 8.861 1.855
H40 6.297 2.609 -11.269
H41 1.137 3.914 2.912
H42 -0.231 4.779 0.637
H43 -5.648 6.994 4.649
H44 -7.278 -4.465 -5.091
H45 -5.261 0.535 3.455
H46 5.003 3.740 5.767
H47 -6.366 5.289 0.032
H48 -0.171 -2.032 3.314
H49 -0.678 9.778 3.101
H50 3.864 4.332 7.001
H51 2.374 3.096 1.695
H52 0.528 -0.856 -2.745
H53 -8.159 -5.382 -6.337
H54 12.584 -3.185 1.221
H55 4.103 -7.212 -2.099
H56 -3.333 1.868 -5.403
H57 4.653 -6.968 -0.423
H58 4.027 0.279 -0.052
H59 -2.042 0.615 4.194
H60 5.515 -1.504 -4.880
H61 6.745 0.920 -11.615
H62 -6.901 0.332 4.118
H63 -0.898 2.867 1.962
H64 -1.016 2.356 -0.112
H65 6.394 1.031 -1.314
H66 5.384 -7.247 2.640
H67 -8.606 -3.694 -5.992
H68 3.888 -6.786 3.489
H69 0.680 -2.256 -0.247
H70 -2.101 -3.755 0.656
H71 7.801 -4.387 1.979
H72 2.622 6.272 3.840
H73 -5.945 -2.588 0.612
H74 1.556 4.689 -0.181
H75 6.190 2.749 -1.737
H76 3.769 -1.588 -0.065
H77 -5.974 2.806 -7.071
H78 -7.994 -5.020 -0.436
H79 0.692 -4.068 5.847
H80 -8.002 -0.568 1.387
H81 -5.631 1.097 5.104
H82 -1.551 2.183 -2.213
H83 4.687 -0.552 -3.624
H84 -3.894 -3.076 -0.360
H85 1.748 -0.207 -1.059
H86 2.300 -1.095 -5.330
H87 11.088 -2.724 2.070
H88 -4.102 -1.453 -1.273
H89 7.626 1.838 -10.369
H90 1.166 -4.899 1.133
H91 -0.199 0.136 4.856
H92 3.658 7.634 4.333
H93 -2.774 2.937 -3.850
H94 -1.161 0.662 -4.942
H95 -5.186 -1.355 1.791

Atomic partial charges in e from the Löwdin method, atoms 1 to 8: atom 1 (I): 0.84, atom 2 (Br): 0.65, atom 3 (Br): 0.54, atom 4 (P): 0.39, atom 5 (O): -0.34, atom 6 (O): -0.08, atom 7 (O): -0.39, atom 8 (N): 0.07

Formula: C21H21IN3PtS2
Source: the OMol25 dataset
Level of theory: the ωB97M-V functional and the def2-TZVPD basis

Values from the calculation:
total charge	-1
relative energy (zero: lowest compared OMol25 entry of this formula, charge and spin)	1.27	kJ/mol
HOMO level (spin up / spin down)	-1.78 / -3.99	eV
spin multiplicity	3
gap between HOMO and LUMO (spin up / spin down)	4.395 / 6.136	eV
largest force on an atom	0.34	eV Å⁻¹

Element x y z (Å)
Pt1 0.146 0.360 0.125
I1 0.137 3.545 -1.759
S1 -1.551 -2.173 -0.318
S2 -2.027 1.160 0.169
N1 0.293 0.097 2.174
N2 0.295 0.574 -1.905
N3 2.112 -0.165 0.302
C1 -0.776 0.228 3.146
C2 -3.009 -1.369 -0.478
C3 -0.219 1.632 -2.595
C4 -4.210 -2.172 -0.925
C5 4.313 -0.584 0.321
C6 -0.779 0.316 -4.513
C7 0.424 -0.593 -2.637
C8 -4.070 -1.645 2.928
C9 -4.595 0.568 -0.269
C10 -2.291 -3.251 2.990
C11 -0.744 1.554 -3.855
C12 2.494 -0.406 1.597
C13 -1.366 -2.222 3.051
C14 -0.096 -0.752 -3.883
C15 3.866 -0.676 1.639
C16 -1.783 -0.896 3.060
C17 -3.647 -2.965 2.929
C18 -3.202 -0.009 -0.210
C19 -3.141 -0.617 2.993
C20 3.199 -0.266 -0.466
C21 1.474 -0.255 2.566
H1 -4.859 -2.403 -0.075
H2 1.672 -0.426 3.625
H3 -3.873 -3.112 -1.355
H4 -4.809 -1.639 -1.666
H5 -1.951 -4.278 2.961
H6 -3.468 0.415 2.955
H7 4.448 -0.906 2.517
H8 0.949 -1.394 -2.131
H9 -1.104 2.455 -4.333
H10 -5.338 -0.124 0.128
H11 -1.259 0.202 -5.474
H12 -1.288 1.176 2.968
H13 -4.642 1.497 0.298
H14 3.138 -0.101 -1.530
H15 -4.369 -3.769 2.861
H16 -5.125 -1.412 2.860
H17 5.319 -0.729 -0.038
H18 -0.341 0.257 4.154
H19 0.026 -1.707 -4.377
H20 -4.872 0.801 -1.302
H21 -0.307 -2.449 3.055

Atomic partial charges in e from the Löwdin method, atoms 1 to 8: atom 1 (Pt): 0.81, atom 2 (I): 0.72, atom 3 (S): 0.67, atom 4 (S): 0.60, atom 5 (N): -0.16, atom 6 (N): -0.26, atom 7 (N): -0.13, atom 8 (C): -0.20

Formula: C26H55B
Source: the OMol25 dataset
Level of theory: the ωB97M-V functional and the def2-TZVPD basis

Values from the calculation:
HOMO level	-9.86	eV
SMILES string	C#CCCCBCCCCCCCCC.CCCCCC.CCCCCC
gap between HOMO and LUMO	10.596	eV
largest force on an atom	0.70	eV Å⁻¹

Element x y z (Å)
C1 -2.025 -3.734 2.807
C2 -3.451 -1.083 3.387
C3 5.592 0.434 -1.763
C4 -4.632 -0.103 3.447
C5 2.391 0.368 1.311
C6 -1.863 -2.489 1.944
C7 -2.982 0.028 -1.746
C8 1.012 1.041 1.183
C9 -3.879 -1.518 -4.305
C10 7.342 2.150 -2.554
C11 2.323 -1.066 1.867
C12 2.641 -1.188 4.510
C13 8.344 1.120 -3.064
C14 -3.318 -2.178 -3.046
C15 6.467 1.638 -1.411
C16 -3.546 -1.392 -1.755
C17 -1.465 0.079 -1.901
C18 -1.761 1.673 2.890
C19 4.641 0.652 -2.939
C20 -4.312 1.398 3.357
C21 3.621 1.761 -2.701
C22 2.496 -1.132 3.319
C23 -0.799 2.743 2.322
C24 -5.392 -1.323 -4.269
C25 -3.202 1.835 2.395
C26 -3.040 -1.517 1.985
B1 0.651 2.160 2.217
H1 -1.098 1.106 -1.852
H2 3.071 -1.705 1.394
H3 -5.695 -0.666 -3.453
H4 -3.391 -0.553 -4.468
H5 -2.586 -0.673 3.915
H6 -3.362 2.891 2.163
H7 7.882 3.035 -2.207
H8 -3.771 -3.168 -2.933
H9 -3.453 0.625 -2.532
H10 5.006 0.166 -0.878
H11 -1.747 1.708 3.982
H12 -0.940 -1.967 2.221
H13 5.836 2.456 -1.053
H14 2.719 -1.213 5.560
H15 1.514 2.553 2.954
H16 -1.725 -2.809 0.907
H17 4.099 2.729 -2.550
H18 0.229 0.273 1.262
H19 -5.903 -2.279 -4.135
H20 -1.141 -0.339 -2.855
H21 1.353 -1.508 1.628
H22 -4.091 1.777 4.360
H23 -1.404 0.676 2.622
H24 3.025 0.969 1.964
H25 -3.314 1.309 1.444
H26 5.212 0.867 -3.847
H27 -5.137 -0.279 4.399
H28 -3.737 -1.979 3.942
H29 0.874 1.443 0.171
H30 6.226 -0.431 -1.975
H31 9.004 0.789 -2.259
H32 -0.817 3.612 2.981
H33 8.968 1.537 -3.856
H34 4.110 -0.284 -3.133
H35 3.015 1.542 -1.818
H36 7.109 1.364 -0.568
H37 -2.779 -0.650 1.374
H38 -1.158 3.055 1.335
H39 -4.618 -1.348 -1.539
H40 -1.178 -4.407 2.668
H41 -3.910 -1.981 1.506
H42 7.846 0.238 -3.471
H43 -2.248 -2.353 -3.184
H44 6.713 2.488 -3.383
H45 -0.976 -0.488 -1.104
H46 2.874 0.339 0.334
H47 -5.359 -0.366 2.673
H48 2.944 1.857 -3.552
H49 -2.070 -3.493 3.869
H50 -5.753 -0.879 -5.198
H51 -3.259 0.502 -0.800
H52 -5.218 1.919 3.040
H53 -3.618 -2.137 -5.167
H54 -2.934 -4.276 2.539
H55 -3.098 -1.947 -0.925

Atomic partial charges in e from the Löwdin method, atoms 1 to 8: atom 1 (C): -0.11, atom 2 (C): -0.21, atom 3 (C): -0.23, atom 4 (C): -0.19, atom 5 (C): -0.21, atom 6 (C): -0.26, atom 7 (C): -0.26, atom 8 (C): -0.15